The following is a DFT calculation (wB97M-V/def2-TZVPD) of the ion C10H13N2 with charge +1.

The geometry in XYZ format:
```
25
Properties=species:S:1:pos:R:3:forces:R:3
N 1.487 -1.408 0.076 -1.413 -1.577 -1.553
N 2.832 -1.452 1.903 -0.494 0.668 3.501
C -0.681 0.563 -0.312 -3.008 0.875 -1.076
C 1.650 -0.026 -0.064 3.038 1.248 0.910
C 0.737 0.929 -0.198 -0.805 -1.390 -0.580
C -2.877 0.853 -1.337 -2.169 1.040 -3.026
C 2.093 -2.049 0.991 2.138 -2.863 0.938
C -1.281 -0.520 0.380 4.197 1.847 0.482
C -3.436 -0.187 -0.609 -0.781 -0.628 -1.184
C 1.122 2.291 -0.572 1.162 1.802 0.698
C -1.604 1.322 -1.191 2.426 -2.434 2.156
C -2.575 -0.833 0.193 -1.012 -1.703 2.583
H -1.202 2.105 -1.787 -0.101 0.533 -0.452
H -3.005 -1.556 0.860 0.020 -0.666 0.075
H 2.255 2.537 -0.391 -2.208 -0.599 -0.742
H -4.428 -0.720 -0.696 0.939 1.559 -0.350
H 3.019 -2.041 2.763 0.086 0.904 -1.594
H -0.577 -0.947 1.148 -1.483 -0.111 -0.723
H 1.052 -2.050 -0.604 -0.129 1.126 -0.007
H 0.777 2.365 -1.626 0.812 0.475 0.527
H -3.437 1.247 -2.249 0.449 -0.162 1.655
H 2.528 -0.493 2.203 0.631 -1.029 -0.662
H 0.527 3.027 0.027 0.462 -0.494 -0.582
H 2.262 -3.182 0.979 -0.944 1.698 -0.335
H 2.762 0.226 0.111 -1.814 -0.121 -0.661
```
Positions in Å, forces in eV/Å.

The frontier orbital gap comes out at 8.5 eV. The highest occupied orbital energy comes out at -12.19 eV. As for the total charge: +1.

The following is a DFT calculation (wB97M-V/def2-TZVPD) of the ion C10H13N2O2 with charge +1.

The geometry in XYZ format:
```
27
Properties=species:S:1:pos:R:3:forces:R:3
O -0.205 -2.052 0.605 0.225 -0.385 -0.301
O -4.125 0.059 -0.931 -4.293 0.935 -2.755
N 1.752 -0.622 -0.269 -0.065 0.419 -0.060
N 0.615 1.324 0.138 0.311 -0.323 0.248
C -2.007 -1.103 -0.870 2.226 0.970 -0.004
C -1.463 -0.092 1.290 1.939 -0.839 0.037
C 2.415 -1.873 -0.334 -0.091 -0.807 -0.016
C 0.671 0.035 -0.033 -2.680 -1.360 -0.859
C -2.722 0.223 1.014 -2.060 -0.126 -2.057
C -0.221 2.458 -0.056 -0.684 0.201 0.014
C -0.735 -0.822 0.174 -0.599 0.644 1.206
C 3.176 -0.593 -0.294 0.771 0.460 -0.111
C -3.120 -0.222 -0.343 4.758 -0.295 4.777
C 1.257 2.543 -0.229 0.609 0.326 -0.213
H 1.671 2.608 -1.227 -0.070 -0.055 -0.064
H 3.684 -0.307 0.619 -0.120 -0.056 0.099
H 1.848 3.022 0.540 -0.026 0.019 0.084
H 3.638 -0.213 -1.197 -0.060 -0.060 -0.065
H -1.767 -0.897 -1.910 -0.062 -0.026 -0.140
H -3.409 0.739 1.661 -0.188 0.123 -0.028
H 2.319 -2.409 -1.270 0.055 0.079 -0.044
H -0.954 0.094 2.221 -0.029 0.078 0.131
H -0.866 2.467 -0.926 0.107 -0.044 -0.090
H 2.377 -2.501 0.546 -0.007 0.146 0.061
H -0.899 -2.588 1.008 -0.059 0.143 0.027
H -0.670 2.873 0.836 0.055 -0.012 0.070
H -2.260 -2.154 -0.766 0.034 -0.155 0.052
```
Positions in Å, forces in eV/Å.

The frontier orbital gap (alpha / beta) comes out at 6.7 / 7.5 eV. The highest occupied orbital energy (alpha / beta) comes out at -9.58 / -13.57 eV. Its spin multiplicity is 3. As for the total charge: +1.

Record-wise DFT total energy values, in a.u.: -498.06974; -648.35023
Record-wise ΔE to the lowest compared entry with this formula, charge and spin values, in kcal/mol: 50.0; 64.8